# C4H7N3

The molecule C4H7N3 at a distorted geometry (ωB97M-V with the def2-TZVPD basis set, OMol25).

Last column: natural (NBO) charge in e.
Atoms and positions in Å:
C (0.4663, -0.2144, 0.9665)  -0.323
C (1.5918, 0.1100, 0.1076)  -0.017
C (2.6785, 0.4596, -0.4298)  -0.262
C (-1.4264, 0.5357, -0.1482)  0.269
H (-0.2466, -1.5586, -1.2621)  0.358
H (-1.5340, -2.0370, -0.2870)  0.362
H (0.5585, 0.7206, 1.4829)  0.275
H (0.6218, -1.1191, 1.5846)  0.242
H (3.6912, 0.7305, -0.7498)  0.250
H (-2.1841, 0.2552, -0.8209)  0.158
H (-1.7831, 2.4497, -0.4735)  0.347
N (-0.6205, -1.6888, -0.3284)  -0.648
N (-0.7236, -0.4427, 0.3416)  -0.277
N (-1.0898, 1.7991, 0.0163)  -0.734

For the HOMO energy, the calculation gives -9.13 eV. As for the gap between HOMO and LUMO: 10.01 eV. Its SMILES is [H]/N=C/N(N)CC#C. The relative energy (zero: lowest compared OMol25 entry of this formula, charge and spin) is 4.203 eV. The total charge is 0.

---

# C4H7N3

The molecule C4H7N3 at a distorted geometry (ωB97M-V with the def2-TZVPD basis set, OMol25).

Last column: natural (NBO) charge in e.
Atoms and positions in Å:
N (-2.3502, -0.5144, 0.3809)  -0.809
C (-1.1136, -0.0090, 0.0182)  0.334
C (0.0690, -0.7171, -0.0770)  -0.398
C (1.1852, 0.0687, 0.2185)  0.165
N (2.3910, -0.6302, 0.2897)  -0.841
C (0.5303, 1.3317, -0.5783)  -0.207
N (-0.8420, 1.2911, -0.2165)  -0.543
H (-3.1299, -0.2369, -0.1967)  0.373
H (-2.3057, -1.5167, 0.5168)  0.389
H (0.1849, -1.6380, -0.6254)  0.201
H (3.2222, -0.3581, 0.7930)  0.392
H (2.5262, -1.4024, -0.3538)  0.375
H (0.9894, 2.2644, -0.3754)  0.161
H (-1.3568, 2.0668, 0.2061)  0.410

For the HOMO energy (spin up / spin down), the calculation gives -6.78 / -6.78 eV. As for the gap between HOMO and LUMO (spin up / spin down): 7.75 / 7.76 eV. Its SMILES is Nc1c[nH]c(N)c1. The relative energy (zero: lowest compared OMol25 entry of this formula, charge and spin) is 3.469 eV. The total charge is 0.

---

# C4H7N3

A structure of composition C4H7N3 at a distorted geometry (ωB97M-V with the def2-TZVPD basis set, OMol25).

Last column: natural (NBO) charge in e.
Atoms and positions in Å:
C (0.6115, 0.8469, -0.1042)  0.206
N (1.6360, 0.5920, 0.7326)  -0.763
C (-0.6215, 0.3439, -0.4152)  -0.206
C (0.2020, -0.8036, -1.0946)  -0.246
C (-0.1055, -2.0912, -0.8366)  -0.363
N (-0.7486, 1.2249, 1.0803)  -0.164
N (-1.7685, 1.9365, 0.9736)  -0.366
H (1.5656, -0.0856, 1.4798)  0.357
H (2.5272, 1.0509, 0.8042)  0.394
H (-2.1168, 2.1441, 1.9209)  0.329
H (-1.4164, 0.6925, -1.0581)  0.214
H (0.8100, -0.6101, -1.9691)  0.228
H (0.1529, -2.8853, -1.5195)  0.192
H (-0.7279, -2.3558, 0.0060)  0.188

For the HOMO energy (spin up / spin down), the calculation gives -6.81 / -6.46 eV. As for the gap between HOMO and LUMO (spin up / spin down): 6.97 / 6.41 eV. The relative energy (zero: lowest compared OMol25 entry of this formula, charge and spin) is 9.681 eV. The total charge is 0.

---

# C4H7N3

The molecule C4H7N3 at a distorted geometry (ωB97M-V with the def2-TZVPD basis set, OMol25).

Last column: natural (NBO) charge in e.
Atoms and positions in Å:
C (0.3284, 1.2752, 0.3346)  0.196
C (-1.2723, 0.2590, -0.5245)  -0.111
C (-1.3773, -0.8286, 0.5704)  -0.432
C (-0.2500, -0.7912, -0.3198)  -0.107
H (2.8848, 0.0089, 0.4972)  0.365
H (2.2772, 0.2483, -1.0938)  0.329
H (0.8425, 2.0725, 0.8857)  0.189
H (-2.1531, 0.3038, -1.2579)  0.216
H (-2.1956, -1.5363, 0.3698)  0.226
H (-1.2681, -0.5942, 1.7369)  0.229
H (-0.0194, -1.5686, -1.0872)  0.232
N (2.1598, -0.3500, -0.1795)  -0.623
N (0.8838, -0.0197, 0.2717)  -0.288
N (-0.8408, 1.5211, -0.2034)  -0.422

For the HOMO energy, the calculation gives -8.55 eV. As for the gap between HOMO and LUMO: 9.51 eV. Its SMILES is NN1C=N[C@@H]2C[C@@H]21. The relative energy (zero: lowest compared OMol25 entry of this formula, charge and spin) is 3.191 eV. The total charge is 0.

---

# C4H7N3

A structure of composition C4H7N3 (ωB97M-V with the def2-TZVPD basis set, OMol25).

Last column: natural (NBO) charge in e.
Atoms and positions in Å:
N (-2.3995, -0.2703, -0.0968)  -0.801
C (-1.0353, -0.0816, -0.0696)  0.440
C (-0.0457, -1.0295, -0.3093)  -0.473
C (1.1598, -0.3340, -0.0675)  0.281
N (2.4153, -0.5121, 0.3104)  -0.817
C (0.9184, 1.0953, 0.0733)  -0.425
N (-0.5304, 1.1411, 0.2445)  -0.570
H (-2.6935, -1.2354, -0.1176)  0.390
H (-2.9257, 0.2717, 0.5729)  0.387
H (-0.2132, -2.0947, -0.3819)  0.223
H (2.2706, 0.7733, 0.6325)  0.394
H (2.9502, -1.3244, 0.0136)  0.372
H (1.1949, 1.6308, -0.8442)  0.204
H (-1.0660, 1.9697, 0.0397)  0.395

For the HOMO energy, the calculation gives -7.64 eV. As for the gap between HOMO and LUMO: 8.51 eV. The relative energy (zero: lowest compared OMol25 entry of this formula, charge and spin) is 3.020 eV. The total charge is 0.

---

# C4H7N3

The molecule C4H7N3 at a distorted geometry (ωB97M-V with the def2-TZVPD basis set, OMol25).

Last column: natural (NBO) charge in e.
Atoms and positions in Å:
C (-0.5733, 1.1750, -0.2692)  -0.221
C (-0.3002, -1.6291, -0.3199)  0.155
C (1.3290, -0.2003, 0.6888)  -0.240
C (0.7661, 0.4724, -0.4274)  -0.099
H (-1.0197, 1.7641, -1.2680)  0.165
H (-0.4443, 2.0420, 0.3802)  0.209
H (-2.4666, 0.4408, 0.6908)  0.377
H (-0.0727, -2.6231, -0.6087)  0.186
H (0.7048, -0.2448, 1.5456)  0.215
H (2.5126, -0.3234, 0.5986)  0.212
H (1.5264, 1.1263, -0.9523)  0.203
N (-1.3939, 0.1536, 0.2792)  -0.498
N (-1.4832, -1.1972, 0.0315)  -0.219
N (0.9150, -0.9561, -0.3693)  -0.443

For the HOMO energy, the calculation gives -8.07 eV. As for the gap between HOMO and LUMO: 9.02 eV. Its SMILES is C1=NNC[C@H]2CN12. The relative energy (zero: lowest compared OMol25 entry of this formula, charge and spin) is 4.639 eV. The total charge is 0.

---

# C4H7N3

The molecule C4H7N3 at a distorted geometry (ωB97M-V with the def2-TZVPD basis set, OMol25).

Last column: natural (NBO) charge in e.
Atoms and positions in Å:
C (-1.4798, 0.6294, -0.6659)  -0.339
C (-1.1451, -0.8675, 0.7330)  -0.575
N (-0.0911, 0.1258, 0.3069)  -0.489
C (1.1512, -0.2645, -0.2374)  0.285
N (1.3177, -1.4524, -0.6662)  -0.576
C (2.1017, 0.8274, -0.3866)  0.189
N (2.8591, 1.6985, -0.4803)  -0.260
H (-0.9386, 1.4299, -1.1993)  0.163
H (-2.3277, 1.0453, -0.1316)  0.232
H (-1.7824, -0.1467, -1.3606)  0.234
H (-0.9962, -1.7555, 0.1233)  0.193
H (-1.0247, -1.0912, 1.7997)  0.173
H (-0.0079, 0.9150, 0.9388)  0.410
H (2.2348, -1.5594, -1.0962)  0.360

For the HOMO energy (spin up / spin down), the calculation gives -6.89 / -6.89 eV. As for the gap between HOMO and LUMO (spin up / spin down): 6.53 / 6.53 eV. The relative energy (zero: lowest compared OMol25 entry of this formula, charge and spin) is 5.926 eV. The total charge is 0.

---

# C4H7N3

The molecule C4H7N3 at a distorted geometry (ωB97M-V with the def2-TZVPD basis set, OMol25).

Last column: natural (NBO) charge in e.
Atoms and positions in Å:
C (-0.5247, -0.0788, 1.0905)  -0.305
C (-1.6624, -0.4297, 0.2003)  -0.004
C (-2.6068, -0.6016, -0.5424)  -0.261
C (1.4556, -0.3917, -0.2850)  0.275
H (0.0239, 1.6671, -1.1828)  0.348
H (1.1628, 2.3250, -0.1502)  0.359
H (-0.1887, -0.9540, 1.6521)  0.258
H (-0.8478, 0.6554, 1.8074)  0.234
H (-3.4682, -0.8364, -1.1253)  0.238
H (2.0834, 0.1436, -1.0260)  0.149
H (2.1986, -2.1050, -0.5703)  0.350
N (0.3048, 1.7509, -0.2044)  -0.648
N (0.5818, 0.4880, 0.3527)  -0.286
N (1.4878, -1.6327, -0.0167)  -0.708

For the HOMO energy, the calculation gives -9.14 eV. As for the gap between HOMO and LUMO: 10.03 eV. Its SMILES is [H]/N=C/N(N)CC#C. The relative energy (zero: lowest compared OMol25 entry of this formula, charge and spin) is 3.036 eV. The total charge is 0.

---

# C4H7N3

The molecule C4H7N3 (ωB97M-V with the def2-TZVPD basis set, OMol25).

Last column: natural (NBO) charge in e.
Atoms and positions in Å:
C (2.3412, -0.6887, 0.1191)  -0.410
N (1.0062, 1.1876, 0.3520)  -0.230
C (-0.2513, 1.3553, 0.0175)  -0.088
C (-0.9227, 0.1132, 0.0889)  0.101
C (-2.3483, -0.1729, -0.2294)  -0.641
N (-0.0419, -0.8019, 0.4373)  -0.240
N (1.0971, -0.1193, 0.6314)  -0.031
H (2.2225, -1.7612, 0.0073)  0.222
H (3.1992, -0.4703, 0.7559)  0.215
H (2.4680, -0.2402, -0.8659)  0.207
H (-0.6253, 2.2990, -0.3503)  0.212
H (-2.5273, -1.2424, -0.3638)  0.235
H (-3.0131, 0.1957, 0.5575)  0.225
H (-2.6043, 0.3462, -1.1575)  0.222

For the HOMO energy, the calculation gives -9.51 eV. As for the gap between HOMO and LUMO: 10.57 eV. Its SMILES is Cc1cnn(C)n1. The relative energy (zero: lowest compared OMol25 entry of this formula, charge and spin) is 0.923 eV. The total charge is 0.

---

# C4H7N3

The molecule C4H7N3 at a distorted geometry (ωB97M-V with the def2-TZVPD basis set, OMol25).

Last column: natural (NBO) charge in e.
Atoms and positions in Å:
C (-0.1522, -1.9045, 0.7380)  -0.437
N (-1.1971, -0.9741, 0.3466)  -0.607
C (-0.6114, 0.2131, -0.0101)  0.319
N (-1.1319, 1.0857, -0.8502)  -0.329
N (-0.0796, 1.8784, -1.1539)  -0.334
C (1.0575, 1.5517, -0.5276)  -0.019
C (0.7665, 0.4903, 0.2957)  -0.466
H (0.8205, -1.3266, 0.2651)  0.227
H (0.0082, -1.8577, 1.8215)  0.178
H (-0.5232, -2.9417, 0.5481)  0.207
H (-1.9675, -1.2729, -0.2384)  0.396
H (-0.2215, 2.6227, -1.8071)  0.404
H (1.9719, 2.1084, -0.6720)  0.217
H (1.2599, 0.3273, 1.2445)  0.244

For the HOMO energy, the calculation gives -8.06 eV. As for the gap between HOMO and LUMO: 9.14 eV. Its SMILES is CNc1cc[nH]n1. The relative energy (zero: lowest compared OMol25 entry of this formula, charge and spin) is 1.790 eV. The total charge is 0.

---

# C4H7N3

The molecule C4H7N3 at a distorted geometry (ωB97M-V with the def2-TZVPD basis set, OMol25).

Last column: natural (NBO) charge in e.
Atoms and positions in Å:
C (-1.9150, 0.5185, -0.1669)  -0.424
C (0.5764, 0.5234, -0.0098)  0.341
C (1.8558, -0.1116, -0.0043)  -0.093
C (3.0049, -0.4752, -0.0989)  -0.180
H (-2.2965, 0.8018, 0.8783)  0.200
H (-1.7414, 1.4294, -0.7596)  0.235
H (-2.5647, -0.2124, -0.7957)  0.201
H (-1.0294, -2.1402, -0.4425)  0.361
H (-0.8414, -1.7346, 1.2094)  0.353
H (1.5738, 1.9847, 0.2228)  0.343
H (4.0595, -0.6489, -0.3879)  0.250
N (-0.6371, -0.1919, -0.1159)  -0.273
N (-0.5953, -1.5513, 0.2189)  -0.657
N (0.5502, 1.8085, 0.2522)  -0.656

For the HOMO energy, the calculation gives -8.84 eV. As for the gap between HOMO and LUMO: 9.75 eV. Its SMILES is [H]/N=C(\C#C)N(C)N. The relative energy (zero: lowest compared OMol25 entry of this formula, charge and spin) is 3.632 eV. The total charge is 0.

---

# C4H7N3

The molecule C4H7N3 at a distorted geometry (ωB97M-V with the def2-TZVPD basis set, OMol25).

Last column: natural (NBO) charge in e.
Atoms and positions in Å:
C (-2.3062, 0.0926, -0.1164)  -0.616
C (-0.8810, -0.4257, 0.0044)  -0.247
N (0.0176, 0.7224, 0.0676)  -0.592
C (1.3312, 0.8253, 0.1074)  0.222
N (2.0489, -0.3515, 0.0520)  -0.698
C (3.3737, -0.0759, 0.0743)  0.430
N (4.4684, 0.3029, 0.1000)  -0.349
H (-2.4161, 0.6912, -1.0276)  0.215
H (-2.5508, 0.7290, 0.7420)  0.212
H (-3.0282, -0.7257, -0.1512)  0.226
H (-0.6200, -1.0475, -0.8612)  0.195
H (-0.7608, -1.0316, 0.9113)  0.196
H (-0.4352, 1.6229, 0.1328)  0.401
H (1.7585, -1.3284, -0.0353)  0.404

For the HOMO energy, the calculation gives -8.97 eV. As for the gap between HOMO and LUMO: 9.51 eV. The relative energy (zero: lowest compared OMol25 entry of this formula, charge and spin) is 2.019 eV. The total charge is 0.